Entry 1:
Below is 12 unconnected molecules or ions with the total composition C35H100N8O12, with properties calculated with ωB97M-V with the def2-TZVPD basis set.

* structure (SMILES): COC[C@H](C)N.COC[C@H](C)N.COC[C@H](C)N.COC[C@H](C)N.COC[C@H](C)N.COC[C@H](C)N.NC(N)=O.CCO.CCO.CCO.CCO.CCO
* LUMO: 0.3 eV
* E_tot: -2734.3055 Ha
* relative energy (zero: lowest compared OMol25 entry of this formula, charge and spin): 5.28 kcal/mol
* 2S+1: 1

Geometry as XYZ:
```
155
Properties=species:S:1:pos:R:3:mulliken_charge:R:1
O 0.148 -3.937 -3.015 -0.62
O 2.508 3.115 -0.800 -0.53
O 3.820 2.651 3.690 -0.59
O -4.306 -3.202 -4.143 -0.45
O -1.491 -3.768 0.794 -0.20
O -1.021 1.146 -2.484 0.85
O -1.495 5.189 -1.321 -0.31
O -4.127 -3.885 2.804 -0.28
O -0.747 1.439 6.121 -0.44
O 4.082 -3.798 1.915 -0.46
O -1.269 0.872 0.784 -0.29
O 3.911 -1.128 -1.641 0.51
N -1.575 -5.282 -0.903 -0.29
N -1.781 8.766 -0.507 -0.70
N -2.068 -1.543 -3.482 -0.44
N 5.063 3.199 -1.611 -0.60
N -2.156 3.478 4.732 -0.68
N -1.480 -4.167 4.027 -0.48
N 3.848 0.510 -3.879 -0.37
N -2.588 -5.719 1.164 -0.41
C -2.642 -4.900 6.056 -1.54
C -2.563 2.071 4.698 0.29
C 5.313 -1.041 -5.074 -1.77
C -1.847 -4.855 0.374 0.25
C -2.203 4.049 -0.874 -0.66
C -1.331 1.207 4.873 -0.13
C 1.274 -3.153 -2.619 -0.79
C -3.274 -1.622 -2.552 1.35
C -2.739 -4.694 4.554 0.72
C -5.552 -2.769 -4.662 -0.65
C 0.634 1.087 6.180 -0.56
C -4.139 -0.399 -2.845 -1.51
C -1.319 7.578 -1.222 0.60
C -0.301 1.675 -3.601 0.16
C -3.874 -3.787 4.191 -0.75
C -5.079 -2.924 2.399 -0.69
C 1.203 2.692 -0.469 0.60
C -1.619 6.296 -0.458 -0.67
C -0.977 -0.456 1.149 2.30
C 4.067 4.037 -2.306 0.56
C 0.407 -0.578 1.784 0.50
C 4.354 0.783 2.217 -0.59
C -3.247 1.726 3.332 -0.49
C 0.170 7.673 -1.492 -1.45
C 4.378 4.203 -3.816 -1.34
C 0.850 -2.166 -1.528 1.67
C -4.047 -2.914 -2.786 -0.57
C 4.897 -1.335 -2.610 -1.05
C 2.816 -4.380 2.238 0.30
C 4.225 -1.716 -0.392 -0.92
C -1.331 2.033 -4.673 -1.41
C 3.277 1.600 2.878 0.52
C 4.326 -0.895 -3.942 1.00
C 2.616 -4.337 3.746 -0.91
C 2.672 3.455 -2.147 -0.60
H -3.108 0.647 3.210 -0.21
H 0.499 6.848 -2.126 0.27
H 4.642 1.149 -3.879 0.20
H 0.733 7.650 -0.553 0.39
H 0.343 -4.236 -3.908 0.32
H 5.898 3.086 -2.170 0.31
H -2.551 -1.946 -4.290 0.41
H -0.192 -1.879 -1.668 -0.88
H 4.863 -0.631 -5.980 0.42
H 0.795 0.733 7.197 0.32
H -3.672 -2.757 4.517 0.32
H -3.236 -6.365 0.741 0.24
H 3.392 -1.435 -4.116 -0.18
H -4.996 -2.891 -2.229 0.54
H -2.903 -5.686 4.100 0.15
H 2.692 0.987 3.564 0.07
H 3.395 4.291 -4.301 0.31
H -1.586 0.145 4.715 0.41
H 4.322 3.216 3.092 0.35
H 0.417 0.027 2.700 -0.72
H 2.559 -3.283 4.017 0.22
H -3.518 -3.769 -2.351 0.03
H 6.225 -0.462 -4.897 0.36
H 3.356 -1.833 0.251 -0.17
H 5.793 -0.727 -2.394 0.31
H -0.834 2.442 -5.559 0.41
H 4.742 -4.494 1.981 0.27
H -0.978 -1.109 0.270 -1.66
H 5.264 -2.365 -2.742 0.45
H 4.888 -1.018 0.130 0.34
H -1.488 -2.312 -3.145 -0.14
H -1.007 9.186 -0.005 0.27
H -5.824 -3.467 -5.451 0.25
H 4.066 5.066 -1.928 0.35
H 5.167 0.438 2.858 0.34
H -1.589 -3.803 3.084 -0.01
H 1.357 -1.210 -1.671 -0.25
H 4.719 3.254 -4.237 0.34
H 2.131 -3.741 -2.284 0.33
H 1.684 -4.803 4.072 0.17
H -4.288 2.029 3.422 0.48
H 3.897 -0.094 1.756 -0.16
H 4.644 2.284 -1.483 0.12
H 5.028 5.032 -4.064 0.37
H 0.418 0.984 -4.062 0.17
H 4.737 -2.673 -0.495 0.49
H -2.762 2.235 2.504 -0.02
H -0.632 1.425 4.047 -0.21
H -2.473 8.547 0.201 0.26
H -1.823 7.507 -2.192 0.20
H -1.667 -0.903 1.866 0.06
H -4.661 -1.914 2.443 0.18
H 1.583 -2.480 -3.423 0.36
H 2.049 -3.741 1.794 -0.28
H 0.768 -1.565 2.081 0.23
H -0.852 1.048 -0.068 -0.30
H -3.598 -5.285 6.412 0.40
H -1.563 0.422 -2.840 -0.42
H -1.774 3.658 0.051 0.36
H 1.928 4.169 -2.518 0.56
H 1.270 1.946 5.959 0.26
H -2.473 -3.915 6.505 0.32
H -0.845 -4.778 -1.379 0.14
H 0.994 1.730 -0.958 -0.42
H 1.026 -2.521 -0.514 -0.27
H -2.045 2.778 -4.325 0.23
H -2.968 -5.190 1.947 0.19
H -4.771 -4.086 4.756 0.44
H -3.616 0.538 -2.651 0.17
H 1.204 -0.146 1.166 -0.25
H -1.843 1.119 -4.979 0.33
H -5.354 -3.108 1.359 0.21
H -4.493 -0.333 -3.874 0.19
H 4.883 1.325 1.423 0.27
H 2.635 2.542 -2.764 0.02
H -2.909 4.079 4.423 0.26
H -6.307 -2.733 -3.873 0.29
H -1.891 -6.196 -1.168 0.17
H 3.481 0.610 -2.933 -0.14
H -0.900 6.198 0.369 0.20
H 0.861 0.267 5.492 0.14
H 5.638 -2.065 -5.260 0.42
H -5.490 -1.769 -5.099 0.26
H 2.608 2.019 2.122 -0.14
H 3.396 -4.833 4.325 0.37
H -3.278 4.263 -0.809 0.46
H 0.460 3.450 -0.733 0.14
H 0.462 8.584 -2.020 0.39
H 1.139 2.484 0.599 -0.08
H 0.284 2.521 -3.251 0.10
H -3.300 1.808 5.458 0.35
H -1.349 3.644 4.146 0.23
H -2.646 6.345 -0.070 0.37
H -1.805 -5.516 6.372 0.39
H -5.998 -3.014 2.988 0.33
H -5.045 -0.410 -2.230 0.44
H -2.916 -1.530 -1.524 -0.30
H -0.741 -4.852 4.002 0.19
H -2.144 3.305 -1.670 -0.12
H 2.690 -5.363 1.779 0.36
```


Entry 2:
Below is 15 unconnected molecules or ions with the total composition C35H100O25, with properties calculated with ωB97M-V with the def2-TZVPD basis set.

* LUMO: 0.4 eV
* E_tot: -3274.3217 Ha
* relative energy (zero: lowest compared OMol25 entry of this formula, charge and spin): 5.50 kcal/mol
* 2S+1: 1

Geometry as XYZ:
```
160
Properties=species:S:1:pos:R:3:mulliken_charge:R:1
O -1.465 -2.524 0.607 0.03
O -4.177 -2.368 1.495 -0.24
O -0.400 -4.307 -4.794 -0.54
O -0.861 2.199 -3.572 -0.63
O 4.691 2.635 -5.254 -0.53
O -3.478 2.001 1.936 -0.05
O -1.823 -2.654 -1.941 -0.42
O 5.544 -1.305 -1.302 -0.54
O 2.255 -0.580 5.653 -0.58
O 3.991 5.111 0.945 -0.59
O -0.476 0.347 -1.404 1.68
O 6.473 0.723 1.628 -0.54
O -3.699 -1.275 -3.475 -0.58
O 3.853 -3.515 -1.543 -0.57
O 3.876 3.484 -1.688 -0.44
O 1.216 4.290 0.911 -0.56
O 4.658 0.962 -2.974 -0.53
O -5.838 0.007 1.385 -0.23
O -8.335 1.950 3.102 -0.57
O -4.661 -1.165 3.886 -0.50
O -2.973 0.934 4.729 -0.61
O 3.261 -6.082 0.943 -0.55
O -0.440 1.966 3.766 -0.25
O 0.964 3.669 -2.000 -0.09
O -1.586 4.043 2.350 -0.57
C 6.351 -0.979 -0.209 -0.44
C 4.495 1.237 -5.419 -0.83
C -1.369 0.724 -5.421 -0.56
C 3.816 -5.469 -0.254 -0.55
C -0.726 1.558 5.082 -0.64
C 1.903 4.211 -2.877 -0.32
C -0.137 -3.480 2.245 -1.00
C 3.397 -4.013 -0.297 1.11
C -4.731 -0.673 -2.648 0.12
C -6.797 0.165 2.369 -0.29
C 3.062 -0.390 4.496 1.00
C -4.184 0.458 -1.669 -0.40
C -5.308 -1.836 -1.831 -1.06
C -7.260 1.616 2.273 -0.39
C 3.399 4.183 1.960 -0.90
C 3.991 0.606 -4.166 0.60
C -1.404 -4.022 -3.767 -0.56
C -0.624 1.907 -4.930 1.33
C -1.038 3.129 -5.733 -1.49
C 3.125 4.594 -2.113 -0.55
C -2.668 4.239 1.402 -0.80
C 0.611 0.586 -0.458 1.83
C 4.516 -0.516 4.901 -1.30
C -0.556 -4.820 0.155 -1.22
C 2.646 -1.455 3.480 -0.75
C -1.700 0.455 5.097 0.37
C 1.798 -0.331 -0.927 0.43
C -0.785 -2.916 -2.860 0.18
C 5.666 0.217 0.582 0.71
C 0.147 0.362 0.943 0.94
C -1.101 -3.773 1.151 1.91
C -3.172 2.823 0.889 0.97
C -4.040 -2.416 3.881 0.25
C -4.491 -3.172 2.637 -0.99
C 2.252 3.408 1.280 1.40
H 4.887 -5.619 -0.295 0.31
H 1.567 -1.372 3.213 -0.25
H 1.864 2.690 1.980 -0.24
H 7.357 0.877 1.259 0.34
H -0.485 -2.654 2.911 -0.19
H -0.071 -5.618 0.719 0.58
H 2.716 2.854 0.375 -0.36
H 2.350 -3.936 -0.292 -0.67
H 2.167 -0.099 -1.923 -0.13
H -4.115 -4.204 2.560 0.45
H -8.072 1.752 4.064 0.34
H 2.714 5.152 -1.241 0.00
H -0.867 -0.509 -1.234 -0.86
H 7.360 -0.622 -0.528 0.39
H -2.166 3.342 -5.560 0.32
H 3.223 -7.022 0.788 0.30
H 3.689 1.055 -6.189 0.32
H -4.967 0.997 -1.158 0.48
H 4.310 3.659 2.374 0.28
H -2.522 -2.193 -2.461 0.03
H 2.982 4.801 2.773 0.39
H 2.644 -0.226 -0.201 -0.44
H 3.360 5.860 0.847 0.32
H 3.238 -1.582 2.544 0.03
H 2.180 3.447 -3.668 0.03
H -4.314 1.572 1.784 -0.18
H 0.961 4.266 -0.042 0.29
H -4.046 -0.446 4.182 0.38
H 0.425 1.733 -5.037 -0.25
H 2.927 0.816 -4.000 -0.61
H -3.100 1.302 3.855 0.37
H -2.376 1.035 -5.753 0.30
H -7.623 1.839 1.243 0.23
H -3.257 -0.553 -3.919 0.13
H -6.160 -1.580 -1.135 0.23
H -3.985 2.978 0.168 0.38
H -3.499 4.752 1.886 0.30
H -0.493 -1.980 -3.400 -0.08
H -1.190 2.401 5.567 0.31
H 4.787 0.305 5.621 0.38
H 4.252 1.800 -2.659 0.20
H 5.464 2.658 -4.705 0.34
H -1.118 2.482 3.252 0.26
H -2.175 4.734 0.543 0.37
H 1.453 5.077 -3.341 0.48
H -0.781 0.923 1.122 -0.71
H 0.034 -3.400 -2.302 0.10
H 5.307 -0.525 -1.868 0.27
H 0.246 1.311 5.454 0.25
H -1.657 -2.589 -0.342 0.12
H -2.340 2.281 0.380 -0.89
H -7.685 -0.525 2.269 0.28
H 0.197 3.402 -2.526 0.12
H -4.223 -2.794 4.845 0.45
H 0.927 1.603 -0.603 -0.97
H 4.437 3.826 -0.990 0.20
H -3.499 1.170 -2.209 0.15
H 4.640 -1.502 5.495 0.31
H -0.685 4.242 1.972 0.26
H 3.718 -3.551 0.623 0.06
H 0.140 -4.315 2.947 0.56
H -0.732 1.386 -3.013 0.05
H -3.603 -0.110 -0.942 -0.27
H -2.017 -4.223 1.629 -0.58
H -3.272 -2.370 1.274 0.40
H -6.449 -0.051 3.368 0.28
H 3.755 5.200 -2.655 0.61
H -4.507 -2.179 -1.180 0.01
H -0.147 -0.647 1.136 -0.68
H 6.489 -1.872 0.396 0.32
H 4.746 -0.166 0.986 -0.40
H 2.927 0.553 4.018 -0.04
H -1.268 -0.292 4.395 -0.38
H 5.367 1.036 -0.228 -0.15
H -0.847 2.958 -6.805 0.38
H 2.553 0.186 6.193 0.38
H -0.814 -4.378 -5.648 0.30
H -1.637 -4.910 -3.229 0.20
H 0.260 -4.376 -0.447 -0.29
H -6.410 2.324 2.429 0.26
H 0.827 -3.172 1.856 -0.01
H -2.264 -3.535 -4.155 0.37
H -1.857 0.081 6.072 0.51
H -5.589 -3.222 2.732 0.34
H -2.941 -2.244 3.785 -0.37
H -1.329 0.018 -4.601 -0.58
H 3.290 -5.939 -1.077 0.32
H 2.709 -2.489 3.892 0.52
H 5.420 0.751 -5.794 0.34
H 4.044 -0.462 -4.202 0.56
H -0.968 0.209 -6.232 0.49
H -0.561 4.042 -5.369 0.33
H -5.738 -2.566 -2.444 0.57
H -1.342 -5.163 -0.533 0.28
H 5.223 -0.594 4.053 0.24
H 4.251 -2.649 -1.386 0.36
H -5.446 -0.159 -3.345 0.39
H -5.222 -0.614 1.627 0.17
H 1.489 -1.361 -0.918 -0.30
H 0.906 0.662 1.699 -0.21
```


Entry 3:
Below is a molecular structure, C35H102N6O13, with properties calculated with ωB97M-V with the def2-TZVPD basis set.

* LUMO: 0.2 eV
* E_tot: -2700.8462 Ha
* relative energy (zero: lowest compared OMol25 entry of this formula, charge and spin): 146.17 kcal/mol
* 2S+1: 1

Geometry as XYZ:
```
156
Properties=species:S:1:pos:R:3:mulliken_charge:R:1
O -4.074 0.612 -0.112 -0.13
O -1.831 -3.873 -1.076 -0.46
O -2.418 1.385 -4.172 -0.63
O -4.351 -2.478 2.266 -0.53
O 5.140 0.835 -0.376 -0.02
O 2.444 -7.067 2.096 -0.32
O 0.688 1.307 2.918 -0.52
O -0.921 0.281 5.074 -0.48
O -1.466 -2.354 6.203 -0.54
O 0.830 0.478 0.365 0.40
O 1.703 -1.117 -3.566 -0.26
O -1.778 5.045 0.089 -0.32
O 4.508 3.892 0.678 -0.70
N -3.735 -0.937 -2.740 -0.57
N -2.267 -1.510 0.319 1.94
N 5.726 3.471 -2.831 -0.71
N 2.207 -3.868 -2.541 -0.75
N 0.526 -5.643 -0.708 -0.70
N -3.191 8.183 -1.214 -0.68
C 3.554 5.868 -0.402 -1.74
C 1.959 -6.964 0.762 -0.92
C -0.204 -2.251 1.347 -1.07
C 2.800 -1.492 -2.728 0.39
C -5.231 -1.416 2.569 -0.43
C -3.656 1.873 0.386 -0.93
C 0.844 -5.935 0.701 1.97
C 3.559 4.368 -0.275 1.12
C 3.642 2.819 -1.800 -0.58
C -0.763 4.154 -0.290 -0.49
C -0.159 0.643 -4.041 -0.40
C -3.314 0.268 5.446 -1.09
C -2.115 1.058 4.953 0.68
C -0.426 -6.353 1.405 -1.89
C 5.810 -0.334 0.067 -1.00
C 3.337 -8.149 2.211 -0.78
C 1.593 1.153 -0.601 1.48
C 3.313 -2.873 -0.653 -0.70
C -1.797 6.228 -0.688 -0.73
C -0.267 -0.210 -0.200 0.26
C -4.306 6.073 -0.724 -1.24
C -4.862 0.791 -1.279 -0.77
C -5.625 -1.643 -1.383 -1.10
C -3.108 6.966 -0.396 0.45
C 5.722 1.408 -1.523 -1.24
C -4.997 -0.471 -2.139 0.23
C -2.848 -4.671 -1.633 -0.90
C 2.028 -0.062 -4.428 -1.37
C 5.161 2.824 -1.650 0.32
C 2.847 2.407 3.192 -0.88
C -0.988 -1.040 0.865 0.10
C -1.887 -3.243 5.193 -0.22
C -1.162 1.694 -3.603 0.36
C 2.315 -2.592 -1.782 2.21
C 1.976 1.219 3.527 -0.27
H 5.546 0.808 -2.423 0.35
H 3.167 6.385 0.479 0.41
H 2.961 -0.296 -4.965 0.38
H -2.878 -1.770 1.096 -0.19
H -0.551 -0.367 -3.935 0.49
H 2.962 2.472 2.110 0.02
H 1.796 1.099 4.598 0.48
H 0.236 4.576 -0.144 0.49
H 3.783 -8.144 3.203 0.25
H -3.709 -4.668 -0.956 0.27
H 4.282 -3.272 -0.954 0.44
H -0.927 6.847 -0.421 0.32
H -1.261 1.691 -2.505 -0.39
H -1.203 -3.298 4.338 0.01
H 3.840 3.983 -1.263 0.16
H -2.930 1.795 1.194 0.05
H -0.245 -6.750 2.406 0.41
H -4.257 5.220 -0.042 0.17
H 4.182 -8.054 1.518 0.31
H -6.696 -1.576 -1.204 0.40
H 5.309 3.313 -0.676 0.52
H 1.328 -2.353 -1.387 -0.99
H -4.530 2.449 0.709 0.50
H 1.521 -7.950 0.550 0.43
H -1.656 6.088 -1.769 0.33
H 1.297 -0.068 -5.237 0.41
H 2.506 3.344 3.630 0.32
H 3.861 2.289 3.586 0.41
H 3.219 2.461 -0.857 -0.86
H 1.045 1.976 -1.072 0.53
H -5.266 6.554 -0.561 0.42
H -2.290 8.638 -1.111 0.28
H -3.129 7.208 0.668 0.26
H -5.070 -1.757 -0.445 -0.12
H -4.796 -3.328 2.261 0.22
H -2.516 -5.706 -1.735 0.36
H -4.491 1.570 -1.955 0.32
H 1.957 0.464 -1.373 -1.43
H 3.424 -1.948 -0.082 -0.07
H -0.922 -7.154 0.846 0.39
H -0.854 -2.879 1.957 0.28
H 6.735 3.323 -2.804 0.33
H -1.064 -1.577 5.785 0.33
H 4.565 6.231 -0.592 0.39
H 5.069 3.252 0.238 0.07
H 5.626 4.476 -2.721 0.30
H 2.158 0.956 -4.052 0.63
H -4.633 -0.532 2.794 -0.05
H 1.212 -5.025 -1.148 0.18
H -0.292 0.612 4.416 0.39
H 0.744 0.774 -3.440 -0.62
H -0.286 -5.026 -0.719 0.09
H -1.166 -5.554 1.478 0.25
H 6.804 1.516 -1.357 0.72
H -3.250 0.129 6.527 0.36
H -4.168 5.624 -1.711 0.31
H 6.854 -0.155 0.335 0.36
H -2.161 -3.129 -0.525 0.20
H 3.055 -4.307 -2.867 0.26
H 5.672 -1.108 -0.691 0.37
H -3.176 -4.340 -2.623 0.24
H 2.508 1.546 -0.156 0.09
H -0.760 2.696 -3.802 0.44
H 0.115 -2.878 0.509 -0.37
H -3.417 7.963 -2.173 0.26
H -3.195 2.466 -0.413 0.21
H 2.588 3.958 0.025 -0.28
H 2.851 -9.104 1.992 0.31
H -0.845 3.796 -1.324 0.17
H 2.447 0.281 3.210 0.19
H -2.002 1.994 5.504 0.29
H 3.319 2.252 -2.672 0.20
H 3.263 3.839 -1.907 0.30
H -3.358 -0.183 -3.314 0.39
H 2.877 -3.667 -0.045 -0.12
H -0.838 3.233 0.291 -0.06
H 2.745 -6.781 0.023 0.40
H -2.764 -0.699 -0.079 -0.93
H -1.934 -4.228 5.660 0.34
H 1.152 -4.978 1.148 -0.23
H 0.699 -1.937 1.876 0.57
H -5.829 -1.618 3.462 0.43
H -2.861 -2.973 4.765 0.10
H -4.261 0.795 5.307 0.40
H -5.881 -1.150 1.732 0.27
H -0.010 -0.826 -1.068 -0.47
H 5.320 -0.666 0.982 0.23
H -3.384 -0.694 4.941 -0.01
H -2.233 1.229 3.878 -0.44
H 0.084 0.804 -5.093 0.45
H -5.682 -0.193 -2.945 0.59
H 2.912 6.186 -1.226 0.34
H 0.763 1.081 1.967 0.27
H -0.979 0.563 -0.529 -0.54
H 1.633 -3.613 -3.341 0.22
H -1.179 -0.398 1.736 -0.01
H -5.865 1.116 -0.971 0.39
H -5.392 -2.591 -1.865 0.36
H 3.027 -0.622 -2.093 -1.05
H 3.616 -1.794 -3.388 0.67
H -3.069 -1.130 -1.999 0.05
H -3.011 2.139 -4.082 0.30
```